[1]
The following is a DFT calculation (ωB97M-V with the def2-TZVPD basis set) of an isolated molecule of C2H4P2 at a distorted geometry.

Results
E_HOMO: -8.9 eV
HOMO-LUMO gap: 8.1 eV
Energy relative to the best compared isomer or geometry (same formula, charge and spin): 119.3 kJ/mol
SMILES: [H]/P=C/P=C
DFT total energy: -761.20946 a.u.
Strongest force on any atom: 2.2 eV/Å

Element x y z (Å)
1 H 2.91336 -1.62601 -0.10850
2 P 2.58583 -0.17503 0.03855
3 C 0.88222 -0.31432 -0.04055
4 P -0.17749 1.19681 -0.01751
5 C -1.76681 0.69745 0.04383
6 H 0.22074 -1.14178 -0.06505
7 H -2.37327 1.58086 0.32511
8 H -2.28459 -0.21799 -0.17588

Forces on atoms 1 to 6 (eV/Å):
-0.3 1.2 0.3
-1.6 -1.4 -0.4
0.8 1.6 -0.2
0.4 -0.2 0.6
0.6 1.3 0.2
0.1 -1.4 -0.1


[2]
The following is a DFT calculation (ωB97M-V with the def2-TZVPD basis set) of a cluster of 3 separate species, C4H16N2O2 in total at a distorted geometry.

Results
E_HOMO: -8.9 eV
HOMO-LUMO gap: 9.6 eV
Energy relative to the best compared isomer or geometry (same formula, charge and spin): 75.5 kJ/mol
SMILES: CN(C)CCN.O.O
DFT total energy: -421.96266 a.u.
Strongest force on any atom: 1.1 eV/Å

Element x y z (Å)
1 C 0.80065 0.65028 1.18033
2 N 0.09636 -0.02165 0.10972
3 C -0.44213 -1.33067 0.49731
4 C 0.95784 -0.12658 -1.06947
5 C 0.21348 -0.36776 -2.37184
6 N -0.54438 0.78030 -2.85847
7 H 0.29256 0.46541 2.12616
8 H 1.86636 0.39533 1.32060
9 H 0.74554 1.73798 1.08347
10 H -0.98522 -1.71966 -0.35752
11 H -1.14449 -1.18844 1.31244
12 H 0.30875 -2.07584 0.77405
13 H 1.51399 0.80209 -1.13421
14 H 1.65318 -0.97492 -0.91143
15 H 0.91406 -0.63755 -3.16298
16 H -0.48862 -1.19055 -2.27049
17 H -1.49206 0.84846 -2.51855
18 H -0.06280 1.63645 -2.62884
19 O 0.10283 -1.19014 3.67366
20 H 0.45806 -1.72537 4.39360
21 H 0.85109 -0.64032 3.41999
22 O -1.68895 2.27014 -0.08393
23 H -2.60887 2.24177 -0.35590
24 H -1.31725 1.36125 -0.16770

Forces on atoms 1 to 6 (eV/Å):
-0.1 0.6 0.9
0.1 -0.3 -0.3
-0.2 0.6 -0.3
-0.2 -0.7 0.2
-0.5 0.5 -0.2
0.1 0.0 -0.3


[3]
The following is a DFT calculation (ωB97M-V with the def2-TZVPD basis set) of the ion C5H14NOS with charge +1 at a distorted geometry.

Results
Charge: +1
E_HOMO: -12.1 eV
HOMO-LUMO gap: 9.0 eV
Energy relative to the best compared isomer or geometry (same formula, charge and spin): 84.1 kJ/mol
SMILES: CSCC[C@H]([NH3+])CO
DFT total energy: -726.80721 a.u.
Strongest force on any atom: 3.2 eV/Å

Element x y z (Å)
1 C 0.62012 -0.94243 -3.34824
2 S 1.17507 -1.16569 -1.59419
3 C 1.13597 0.59466 -1.04233
4 C -0.16680 0.82897 -0.29204
5 C -0.12380 0.54623 1.26622
6 N -0.74141 -0.86373 1.42558
7 C -0.93112 1.50077 2.08811
8 O -1.77742 0.77920 2.99411
9 H -0.18847 -1.63576 -3.54851
10 H 1.43997 -1.36220 -3.95516
11 H 0.45518 0.08921 -3.68830
12 H 1.05908 1.09206 -2.01077
13 H 1.99924 1.02040 -0.52516
14 H -0.54477 1.84451 -0.44073
15 H -0.96163 0.14162 -0.57967
16 H 0.91072 0.34942 1.53574
17 H -0.27659 -1.44249 2.12581
18 H -0.92905 -1.30479 0.52200
19 H -1.66140 -0.74009 1.89740
20 H -1.57257 2.25687 1.66872
21 H -0.18648 2.11339 2.64999
22 H -2.23150 1.36818 3.58769

Forces on atoms 1 to 6 (eV/Å):
1.2 -1.0 -0.3
0.3 0.5 -0.2
-1.1 -0.4 -0.9
-0.3 0.6 1.7
-0.1 -1.7 -2.5
-1.4 0.5 0.9


[4]
The following is a DFT calculation (ωB97M-V with the def2-TZVPD basis set) of an isolated molecule of C4H9NO4 at a distorted geometry.

Results
E_HOMO: -9.7 eV
HOMO-LUMO gap: 10.4 eV
Energy relative to the best compared isomer or geometry (same formula, charge and spin): 538.1 kJ/mol
SMILES: CC(C)(OCO)[N+](=O)[O-]
DFT total energy: -513.37259 a.u.
Strongest force on any atom: 4.4 eV/Å

Element x y z (Å)
1 C -1.41030 0.17788 -0.45843
2 C -0.18785 -0.62118 -0.01747
3 C 0.30240 -1.74650 -0.94103
4 O 0.92529 -0.03602 0.58653
5 C 0.72864 0.96501 1.52908
6 O 1.22727 2.12677 1.01857
7 N -0.80589 -1.60929 1.33810
8 O 0.09158 -1.71549 2.12409
9 O -1.90374 -2.05232 1.34303
10 H -1.35974 0.61437 -1.54505
11 H -1.69672 0.89996 0.31067
12 H -2.18741 -0.59373 -0.47087
13 H 0.06576 -2.67356 -0.54943
14 H -0.28260 -1.57175 -1.88341
15 H 1.30785 -1.74487 -1.14005
16 H 1.21048 0.59445 2.33180
17 H -0.30773 1.00298 1.78337
18 H 2.26524 2.23498 0.98560

Forces on atoms 1 to 6 (eV/Å):
0.3 -0.2 -1.3
0.8 -0.9 1.5
-3.2 2.6 -1.4
-1.3 -1.4 -2.4
-0.1 0.1 -2.1
2.4 2.3 -0.2


[5]
The following is a DFT calculation (ωB97M-V with the def2-TZVPD basis set) of a structure of composition C7H5AsF5O3ReS5Te at a distorted geometry.

Results
Charge: +2
E_HOMO: -15.6 eV
HOMO-LUMO gap: 5.4 eV
Energy relative to the best compared isomer or geometry (same formula, charge and spin): 147.3 kJ/mol
DFT total energy: -5567.16553 a.u.
Strongest force on any atom: 1.0 eV/Å

Element x y z (Å)
1 Re 1.84536 -0.24095 0.41290
2 S 6.22195 -1.04780 3.02296
3 As 4.64788 -0.22354 1.84722
4 S 3.85458 -0.93446 -0.13767
5 S 2.58052 0.11427 2.53377
6 S 6.34927 0.98647 2.22216
7 F 0.71691 2.44109 -2.51891
8 Te 2.22139 2.11058 -1.54958
9 F 3.89359 2.07504 -0.72950
10 F 1.56020 0.20090 -1.70690
11 F 2.42446 3.91323 -1.52672
12 F 3.14840 1.60572 -3.02545
13 O 1.55949 1.66778 0.15967
14 O -5.76871 -0.50593 -0.38787
15 C -4.65976 0.23305 -0.31151
16 O -4.67735 1.42326 -0.38697
17 C -3.34935 -0.47505 -0.04554
18 C -2.43140 0.20886 0.75605
19 C -1.19395 -0.34528 0.99268
20 C -0.85714 -1.56048 0.37554
21 S 0.77601 -2.16555 0.49466
22 C -1.76273 -2.24942 -0.42970
23 C -3.01874 -1.69661 -0.62377
24 H -5.62472 -1.43393 -0.16525
25 H -2.71871 1.15735 1.18971
26 H -0.52373 0.13199 1.70901
27 H -1.48736 -3.17991 -0.90847
28 H -3.72635 -2.21069 -1.26254

Forces on atoms 1 to 6 (eV/Å):
0.4 -0.1 0.7
0.2 0.0 0.0
-0.1 -0.2 0.3
-0.3 0.1 0.0
-0.2 0.0 -0.2
0.2 0.1 0.0


[6]
The following is a DFT calculation (ωB97M-V with the def2-TZVPD basis set) of an isolated molecule of C6H5F2NO at a distorted geometry.

Results
E_HOMO (spin up / spin down): -9.6 / -8.3 eV
HOMO-LUMO gap (spin up / spin down): 9.1 / 6.9 eV
Energy relative to the best compared isomer or geometry (same formula, charge and spin): 438.2 kJ/mol
DFT total energy: -561.09116 a.u.
Strongest force on any atom: 4.1 eV/Å

Element x y z (Å)
1 C 2.27603 -1.31078 0.97901
2 C 1.36397 -0.55468 0.75355
3 C -0.06285 1.30493 -0.32864
4 C -1.45852 -0.55714 -0.31335
5 C 0.30117 0.39936 0.81556
6 C -0.72826 0.31039 -1.27944
7 N -0.37493 0.57731 1.92097
8 O -0.24800 0.11901 3.03004
9 F 0.09225 -0.33095 -2.09710
10 F -1.70437 0.93953 -2.09746
11 H 3.15784 -1.84352 0.77375
12 H -0.67620 2.03556 0.09767
13 H 0.71075 1.73915 -0.97166
14 H -1.56991 -1.56088 -0.47063
15 H -2.38009 -0.23461 0.25416

Forces on atoms 1 to 6 (eV/Å):
-0.5 0.7 -1.1
0.1 0.0 1.0
1.6 -1.5 -1.9
-2.2 0.7 -0.1
0.6 0.6 0.9
-3.6 1.1 1.5